Entry 1:
The following is a quantum chemistry calculation of a cluster of 15 separate species, C21H37Cl28N2O3 in total in a non-equilibrium geometry, from OMol25.

Output
E_tot   -382121.660 eV
Net charge   +1

XYZ file:
```
91
Properties=species:S:1:pos:R:3:forces:R:3
C 2.675 -2.661 1.973 -0.152 0.597 0.279
C 1.550 -2.084 2.763 0.585 -0.812 0.576
O 0.953 -2.660 3.620 -0.485 0.418 -0.364
O 1.283 -0.742 2.434 -0.553 -0.576 -1.153
C -0.069 -0.509 2.269 -0.365 0.869 1.401
O -0.689 -0.022 3.164 -0.104 0.041 -0.410
C -0.807 -0.898 0.981 0.811 -0.582 0.087
N -1.588 -2.098 1.318 2.132 2.320 -1.471
C -1.153 -3.372 1.098 0.502 0.023 -0.047
C -2.124 -4.130 1.594 -0.078 -2.084 -0.043
N -3.079 -3.318 2.074 -2.282 0.362 1.215
C -2.751 -2.058 1.894 0.000 -0.064 0.219
H 2.372 -2.710 0.935 0.136 0.037 -0.396
H 2.949 -3.635 2.350 -0.017 -0.147 0.099
H 3.500 -1.965 2.067 0.351 0.043 -0.274
H -1.428 -0.053 0.639 0.057 -0.962 0.608
H -0.140 -1.173 0.167 0.141 0.044 0.004
H -0.230 -3.661 0.609 -0.356 0.421 0.286
H -2.182 -5.199 1.604 -0.212 -0.175 0.155
H -3.959 -3.536 2.529 -0.079 -0.516 -0.129
H -3.258 -1.156 2.173 -0.343 0.004 0.132
C 5.007 -1.149 -1.750 -0.039 -0.083 0.172
Cl 3.262 -0.848 -1.855 0.007 -0.056 0.170
Cl 5.338 -2.722 -1.005 0.228 0.154 0.120
H 5.418 -1.138 -2.749 -0.057 -0.136 -0.074
H 5.467 -0.374 -1.146 -0.112 -0.020 0.066
C -2.629 3.019 -0.496 -0.108 0.128 -0.045
Cl -1.349 1.817 -0.239 -0.004 0.832 -0.474
Cl -3.610 3.232 0.955 -0.008 0.018 -0.022
H -2.167 3.966 -0.751 0.076 -0.028 0.093
H -3.264 2.680 -1.306 0.013 -0.096 0.047
C 3.089 2.662 2.080 -0.091 -0.004 0.080
Cl 4.536 3.217 2.924 -0.036 -0.003 0.009
Cl 3.425 2.278 0.383 -0.088 -0.083 -0.037
H 2.718 1.768 2.571 0.084 -0.038 -0.037
H 2.343 3.450 2.121 0.244 -0.105 -0.146
C 6.305 3.405 6.056 -0.110 0.052 -0.238
Cl 7.075 4.390 4.805 0.077 -0.008 0.017
Cl 6.274 4.228 7.620 -0.058 -0.075 0.038
H 5.279 3.197 5.755 0.589 0.350 0.039
H 6.859 2.478 6.161 0.071 0.061 0.020
C 4.487 0.512 -5.803 -0.009 -0.162 -0.058
Cl 4.779 0.978 -4.120 0.099 0.412 -0.300
Cl 3.872 -1.144 -5.913 0.019 -0.017 -0.014
H 3.758 1.185 -6.229 -0.097 -0.058 0.075
H 5.420 0.577 -6.349 0.023 -0.059 0.053
C 1.426 -4.902 -2.023 0.203 -0.206 -0.296
Cl 0.620 -3.389 -1.530 0.172 -0.066 -0.403
Cl 3.106 -4.638 -2.477 -0.291 -0.114 0.074
H 1.377 -5.608 -1.201 0.054 0.116 0.073
H 0.900 -5.297 -2.884 -0.096 0.124 0.009
C 3.409 1.211 7.975 0.007 -0.008 0.142
Cl 3.569 1.884 6.345 -0.494 -0.353 0.079
Cl 1.854 0.404 8.198 0.033 -0.006 0.029
H 4.202 0.490 8.131 -0.034 -0.038 -0.084
H 3.490 2.020 8.691 -0.061 0.050 -0.067
C -5.545 -2.076 -1.192 -0.091 0.227 0.300
Cl -3.783 -2.214 -1.251 0.143 -0.084 -0.197
Cl -6.063 -1.302 0.314 -0.032 0.032 0.078
H -5.882 -1.483 -2.033 0.068 0.081 0.039
H -5.971 -3.065 -1.237 0.064 -0.066 0.175
C -5.335 -4.412 -4.814 0.079 -0.029 -0.118
Cl -6.435 -3.896 -3.525 -0.134 -0.152 -0.382
Cl -4.110 -5.532 -4.210 0.010 0.017 -0.033
H -5.913 -4.907 -5.586 -0.044 -0.060 0.088
H -4.839 -3.537 -5.218 0.017 0.020 0.095
C 1.101 6.518 3.321 0.061 0.165 -0.008
Cl 0.809 4.773 3.428 -0.305 0.107 0.146
Cl 2.821 6.876 3.174 -0.028 0.019 -0.008
H 0.586 6.903 2.449 0.035 -0.078 -0.041
H 0.719 6.988 4.220 0.047 -0.088 0.052
C -6.298 -5.117 4.333 -0.048 -0.181 0.191
Cl -7.761 -6.092 4.354 0.057 0.016 0.003
Cl -6.380 -3.852 3.084 0.203 0.097 -0.053
H -6.179 -4.640 5.299 -0.069 0.087 -0.046
H -5.451 -5.760 4.124 -0.036 0.001 -0.089
C 3.553 3.689 -8.607 0.130 -0.100 -0.019
Cl 4.527 3.513 -7.138 0.098 0.266 -0.030
Cl 2.644 2.214 -8.956 0.098 -0.001 0.017
H 2.858 4.503 -8.466 -0.056 -0.030 0.139
H 4.213 3.900 -9.440 0.043 -0.095 0.028
C -0.516 4.827 -9.966 -0.133 -0.012 0.001
Cl -0.686 3.084 -9.753 -0.170 0.013 0.000
Cl 1.172 5.289 -10.218 -0.121 0.225 -0.149
H -1.092 5.132 -10.832 0.080 -0.046 -0.057
H -0.885 5.326 -9.077 0.086 -0.033 0.041
C -6.557 1.723 2.810 -0.007 0.145 -0.071
Cl -8.247 2.093 2.469 0.041 0.020 -0.022
Cl -6.379 0.141 3.588 0.118 -0.080 -0.008
H -6.006 1.715 1.877 -0.043 -0.085 -0.020
H -6.159 2.481 3.475 -0.057 -0.055 0.076
```
Positions in Å, forces in eV/Å.

***

Entry 2:
The following is a quantum chemistry calculation of a cluster of 5 separate species, C21H37NO16 in total in a non-equilibrium geometry, from OMol25.

Output
E_tot   -56624.488 eV
SMILES string   O=C=N[C@@H]1OC(=O)C[C@@H]1O.CCOC(=O)OC.CCOC(=O)OC.CCOC(=O)OC.CCOC(=O)OC

XYZ file:
```
75
Properties=species:S:1:pos:R:3:forces:R:3
O 5.429 0.342 -4.237 -4.655 1.731 -6.293
C 4.650 0.655 -5.174 0.795 0.874 2.154
N 3.785 1.141 -6.053 2.534 -2.033 4.117
C 2.445 0.953 -5.408 -1.571 -1.895 2.322
O 1.279 0.694 -6.254 -0.438 -1.538 0.544
C 0.218 0.405 -5.289 -1.100 0.001 0.305
O -0.499 -0.621 -5.169 3.362 5.004 -1.871
C 0.277 1.763 -4.378 1.396 -0.897 0.250
C 1.892 2.035 -4.344 0.487 -0.315 -0.590
O 2.250 3.400 -4.754 0.062 -1.715 1.200
H 2.528 -0.037 -4.816 -0.116 1.450 -0.579
H -0.248 2.663 -4.894 0.776 -1.808 0.993
H -0.049 1.508 -3.309 0.031 0.700 -1.687
H 2.354 1.698 -3.333 -0.864 1.052 -1.425
H 3.169 3.558 -4.438 -0.977 -0.144 -0.370
C 3.239 -2.055 1.665 0.075 -0.185 -0.284
C 2.029 -1.141 1.656 0.293 -0.280 0.691
O 1.778 -0.641 0.335 -0.522 -0.208 -0.449
C 1.139 -1.484 -0.494 0.266 -0.045 0.065
O 0.756 -2.599 -0.221 0.178 0.688 -0.208
O 1.015 -0.879 -1.690 0.067 -0.111 0.725
C 0.416 -1.696 -2.698 -0.111 -0.120 -0.507
H 4.103 -1.553 1.220 -0.075 0.074 0.174
H 3.490 -2.356 2.685 -0.040 0.075 -0.068
H 3.057 -2.957 1.075 -0.089 0.055 0.129
H 2.225 -0.272 2.290 -0.066 0.083 -0.350
H 1.143 -1.640 2.060 0.041 0.015 -0.268
H -0.539 -2.107 -2.362 0.196 -0.032 0.047
H 1.102 -2.497 -2.983 -0.143 -0.060 0.164
H 0.232 -1.067 -3.574 0.230 -0.437 1.081
C -2.939 -3.579 6.525 0.194 -0.218 -0.152
C -3.685 -2.497 5.767 -0.235 -0.270 0.571
O -2.907 -2.022 4.662 -0.090 0.001 -0.579
C -2.928 -2.798 3.562 0.146 -0.247 0.056
O -3.544 -3.830 3.431 0.309 0.665 0.057
O -2.128 -2.235 2.638 -0.308 -0.203 0.573
C -2.000 -3.000 1.440 0.080 -0.163 -0.564
H -1.944 -3.230 6.813 -0.153 0.081 0.070
H -3.488 -3.870 7.424 0.026 0.065 -0.067
H -2.798 -4.468 5.905 -0.142 0.084 0.040
H -3.852 -1.641 6.426 0.180 0.079 -0.304
H -4.668 -2.842 5.434 0.225 -0.029 -0.154
H -2.978 -3.250 1.021 0.080 -0.083 0.216
H -1.423 -3.906 1.638 -0.163 0.040 -0.052
H -1.458 -2.396 0.711 -0.039 0.023 0.355
C -4.202 -0.341 1.447 -0.064 -0.129 -0.203
C -5.411 0.575 1.440 0.277 -0.284 0.524
O -5.663 1.075 0.121 -0.474 -0.105 -0.434
C -6.305 0.231 -0.707 0.177 -0.089 0.102
O -6.687 -0.883 -0.431 0.157 0.662 -0.187
O -6.430 0.834 -1.904 0.014 -0.126 0.554
C -7.032 0.014 -2.903 -0.198 -0.168 -0.426
H -3.338 0.160 1.001 -0.047 0.056 0.183
H -3.951 -0.642 2.466 -0.054 0.173 -0.113
H -4.386 -1.242 0.857 -0.112 0.062 0.118
H -5.214 1.443 2.074 -0.083 0.080 -0.343
H -6.297 0.076 1.845 0.063 -0.008 -0.264
H -7.985 -0.396 -2.561 0.210 -0.045 0.055
H -6.347 -0.789 -3.187 -0.162 -0.027 0.114
H -7.219 0.636 -3.781 0.162 0.108 0.277
C 7.333 3.415 0.770 -0.102 -0.275 -0.140
C 6.372 4.360 1.467 0.640 -0.066 0.183
O 5.112 4.398 0.787 -0.546 -0.234 0.161
C 4.282 3.372 1.047 0.116 -0.050 -0.113
O 4.502 2.450 1.799 -0.177 0.519 -0.377
O 3.168 3.539 0.310 0.520 0.145 0.382
C 2.228 2.472 0.437 -0.347 -0.349 -0.137
H 7.420 3.668 -0.290 0.061 0.118 0.131
H 8.323 3.461 1.229 -0.084 0.039 -0.028
H 6.977 2.383 0.822 0.029 0.109 0.121
H 6.777 5.376 1.439 -0.333 -0.037 -0.145
H 6.240 4.096 2.521 -0.157 -0.098 -0.199
H 1.988 2.276 1.484 0.164 -0.034 -0.116
H 2.619 1.573 -0.044 -0.045 0.062 0.232
H 1.311 2.769 -0.077 0.264 0.187 0.008
```
Positions in Å, forces in eV/Å.

***

Entry 3:
The following is a quantum chemistry calculation of a structure of composition C21H38CeN3O4P in a non-equilibrium geometry, from OMol25.

Output
ΔE to the lowest compared entry with this formula, charge and spin   3.0 kcal per mole
<S²>   2.036
Spin multiplicity   3
E_tot   -57255.546 eV
Net charge   +2

XYZ file:
```
68
Properties=species:S:1:pos:R:3:forces:R:3
C -0.214 2.149 0.560 -0.210 0.678 -0.228
N 0.750 1.280 1.023 0.431 0.491 -0.006
C 1.764 1.791 1.753 -0.685 0.206 0.304
C 1.808 3.144 2.146 -0.533 -0.567 -0.293
C 0.777 4.001 1.748 0.029 0.115 0.096
C -0.222 3.533 0.913 0.922 -0.993 0.249
Ce 0.699 -1.257 0.565 0.821 1.029 0.701
C -0.072 -2.910 -1.234 -3.367 -4.890 -4.904
O -0.569 -3.623 -2.018 2.695 3.469 4.162
C 2.806 0.822 2.263 0.301 0.386 -0.088
N 2.314 -0.548 2.434 0.130 -0.374 0.446
C 1.774 -0.680 3.820 -0.234 -0.398 0.477
C 0.567 0.181 4.165 -0.078 0.077 0.370
C -1.213 1.710 -0.325 0.069 1.306 -0.082
P -1.546 0.131 -0.983 -0.917 -0.659 -0.657
C -1.269 0.439 -2.889 -0.396 -0.192 0.682
C -2.426 1.192 -3.549 -0.023 -0.113 -0.371
C -3.452 -0.011 -0.506 0.662 -0.114 -0.460
C -3.952 -1.295 -1.183 -0.124 0.285 -0.019
C -3.549 -0.054 1.025 0.173 -0.150 -0.024
C -4.318 1.164 -0.975 -0.064 -0.147 -0.247
C -0.008 1.287 -3.078 -0.080 -0.017 0.022
C -1.089 -0.940 -3.529 -0.093 0.157 -0.223
C 3.461 -1.514 2.341 -0.498 -0.162 -0.271
C 3.995 -1.562 0.914 0.644 -0.024 -0.017
H 2.588 3.472 2.818 0.073 0.082 -0.062
H 0.727 5.029 2.107 0.228 -0.231 -0.146
H -0.977 4.183 0.511 -0.234 0.070 0.046
H -1.825 2.495 -0.780 0.110 -0.010 0.412
H -4.605 -0.236 1.279 0.303 0.056 0.013
H -2.938 -0.832 1.495 -0.346 0.198 -0.226
H -3.261 0.917 1.449 -0.104 -0.164 -0.028
H -5.329 0.946 -0.591 0.270 0.259 -0.098
H -3.990 2.125 -0.567 -0.132 -0.134 -0.011
H -4.393 1.238 -2.064 -0.064 0.021 0.466
H -4.996 -1.445 -0.864 0.351 -0.199 -0.177
H -3.937 -1.177 -2.277 -0.123 -0.096 0.331
H -3.350 -2.173 -0.931 -0.163 0.018 0.129
H -2.127 1.377 -4.593 -0.161 0.002 0.241
H -3.362 0.615 -3.578 0.431 0.193 0.011
H -2.607 2.168 -3.084 -0.018 -0.182 -0.082
H -0.128 2.295 -2.663 0.089 -0.198 -0.078
H 0.894 0.836 -2.643 -0.069 0.019 0.008
H 0.150 1.386 -4.159 0.140 0.012 0.192
H -1.996 -1.554 -3.455 0.216 0.110 0.010
H -0.860 -0.814 -4.596 -0.067 -0.042 0.166
H -0.260 -1.490 -3.078 -0.022 0.235 -0.235
H 3.681 0.819 1.606 -0.235 0.109 -0.123
H 3.185 1.173 3.225 0.042 0.187 0.060
H 1.528 -1.745 3.979 0.180 0.437 -0.069
H 2.600 -0.414 4.512 -0.333 -0.241 -0.223
H 3.074 -2.518 2.591 0.094 0.495 0.165
H 4.227 -1.235 3.091 -0.194 -0.225 -0.458
H 4.647 -2.440 0.806 -0.170 0.234 -0.034
H 3.224 -1.655 0.117 0.514 0.005 0.521
H 4.613 -0.683 0.687 -0.190 -0.271 -0.142
H 0.306 -0.022 5.216 0.129 0.055 -0.323
H 0.812 1.248 4.112 -0.218 -0.164 -0.055
H -0.346 -0.035 3.591 0.358 0.086 -0.060
C 3.493 -2.325 -2.614 0.639 -0.185 -0.202
H 4.427 -2.112 -2.084 -0.181 0.178 -0.101
H 3.524 -1.910 -3.622 0.028 -0.023 0.136
H 3.437 -3.421 -2.699 -0.554 0.462 0.235
O 2.363 -1.770 -1.894 -0.668 0.739 0.335
H 2.299 -0.809 -2.081 0.376 -0.838 -0.341
O 0.540 -3.127 2.047 -1.619 0.244 0.362
N -0.695 -2.955 2.372 0.871 0.789 -0.737
O -1.170 -1.852 1.904 0.848 -1.495 0.556
```
Positions in Å, forces in eV/Å.